A.
Below is C3H10NO2 as an isolated structure, with properties calculated with ωB97M-V with the def2-TZVPD basis set.

The net charge is -1. The value obtained for the orbital gap is 8.5 eV.

Each line ends with the Mulliken charge.
Element x y z (Å)
C -0.091 -1.146 0.347  -0.511
O -0.639 -1.147 -0.959  -0.737
C 1.139 -0.074 0.421  0.322
C 0.457 1.226 0.821  -1.291
N 1.806 -0.105 -0.917  -0.840
H -0.826 -0.728 1.166  0.272
H 0.558 -2.137 0.592  0.265
H 1.844 -0.386 1.285  0.240
H -0.412 1.280 -0.024  0.242
H 1.160 2.048 0.809  0.379
H -0.011 1.133 1.842  0.301
H 1.581 0.801 -1.373  0.273
H 1.112 -0.719 -1.453  0.393
H -1.719 -0.517 -0.777  0.370
H -3.060 0.640 -1.129  0.200
O -2.900 -0.170 -0.650  -0.878



B.
Below is a 2-piece molecular cluster, C3H10NO2 overall, with properties calculated with ωB97M-V with the def2-TZVPD basis set.

The net charge is -1. The value obtained for the orbital gap is 8.1 eV.

Each line ends with the Mulliken charge.
Element x y z (Å)
C 0.032 -0.472 0.922  -0.549
O -0.409 0.773 1.320  -0.782
C 0.818 -0.470 -0.434  0.119
C -0.059 0.397 -1.412  -1.305
N 2.186 0.123 -0.363  -0.793
H -0.750 -1.197 0.738  0.235
H 0.743 -0.935 1.805  0.206
H 1.054 -1.435 -0.834  0.462
H -0.112 1.453 -0.981  0.184
H 0.399 0.364 -2.327  0.535
H -1.034 -0.094 -1.435  0.321
H 2.178 0.956 0.277  0.297
H 2.624 -0.622 0.154  0.262
H -1.725 0.786 1.120  0.418
H -3.155 -0.269 0.785  0.211
O -2.788 0.641 0.666  -0.820



C.
Below is C3H10NO2 as an isolated structure, with properties calculated with ωB97M-V with the def2-TZVPD basis set.

The net charge is -1. The value obtained for the orbital gap is 7.7 eV.

Each line ends with the Mulliken charge.
Element x y z (Å)
C 1.538 -0.409 -0.191  -0.315
C 0.362 0.553 -0.043  -0.558
C -1.052 0.000 -0.350  -0.741
O -1.496 -0.844 0.607  -0.756
N 2.459 0.020 -1.262  -0.651
H 2.145 -0.627 0.692  0.284
H 1.126 -1.409 -0.419  0.276
H 0.635 1.408 -0.679  0.513
H 0.334 0.891 0.998  0.182
H -1.668 0.905 -0.523  0.275
H -0.926 -0.413 -1.383  0.319
H 3.006 -0.740 -1.637  0.195
H 1.940 0.441 -2.018  0.205
H -3.641 0.140 2.322  0.194
H -2.072 -0.143 1.513  0.422
O -2.691 0.228 2.373  -0.845



Stability check: which of them is most stable? C.